Molecular formula: C18H24N2O5S
Method: DFT, ωB97M-V with the def2-TZVPD basis set

```
50
Properties=species:S:1:pos:R:3:forces:R:3
C 2.84798 3.09099 -0.24228 1.313 -5.159 -10.617
C 1.87258 1.96125 -0.86468 6.238 1.313 1.880
C 0.47306 2.01161 -0.87627 3.938 4.416 0.554
C -0.17831 1.04849 -1.47710 0.593 -3.197 -2.167
C 0.43905 -0.13003 -2.11419 1.878 1.171 4.144
C 1.89474 -0.20286 -1.84219 -3.563 1.664 -1.366
C 2.73421 0.92735 -1.28258 -7.664 -6.099 -2.992
O 3.97872 0.57396 -1.25695 2.642 3.745 1.877
C 4.66897 -0.60442 -1.61111 1.085 2.462 9.999
H 5.66626 -0.26517 -1.50824 1.203 -0.152 -0.121
H 4.45549 -0.89689 -2.44826 -2.266 -3.101 -9.312
C 4.33614 -1.84717 -0.65203 -0.234 8.092 1.914
O 4.18012 -2.79535 -1.28348 -0.644 -5.566 -0.277
N 4.03088 -1.34108 0.70171 4.071 -4.625 -7.652
H 4.10741 -0.42029 0.73555 0.341 4.870 0.410
C 3.52494 -2.07892 1.65625 -8.397 -4.389 -2.639
C 2.14874 -1.43489 1.96374 4.524 -2.731 7.136
C 1.76330 -1.12418 3.30645 -0.273 -1.034 -0.380
C 0.29913 -0.74430 3.12969 4.602 0.653 5.439
C 0.21678 -0.65272 1.87461 1.021 -2.743 -3.922
O 1.26215 -1.34522 1.06383 -3.654 3.185 0.739
H -0.52897 -0.34679 1.34056 -4.107 1.614 -3.555
H -0.23060 -0.28222 3.97660 -0.242 -0.438 -1.033
H 2.29710 -1.24584 4.37623 -1.043 0.220 -3.152
H 3.22903 -3.43329 1.06655 0.841 3.947 1.590
H 4.01427 -2.33388 2.45691 2.993 -1.018 4.466
H 2.28044 -1.09334 -2.29791 0.789 -0.366 0.272
H -0.24939 -1.02521 -2.18529 1.233 1.130 -0.837
S -1.80444 1.31112 -1.43310 -2.170 -18.233 -5.154
O -2.44568 0.49295 -2.52799 2.190 1.113 1.777
O -2.26563 2.50956 -1.38622 -3.981 15.797 1.584
N -2.30045 0.45107 -0.09568 1.514 7.126 4.462
H -2.60849 1.28042 0.67549 1.401 -2.700 -2.410
C -3.28285 -0.45389 -0.13242 -4.455 -4.729 3.308
H -2.93945 -1.19537 -0.81327 -0.654 -1.023 -0.742
C -4.80841 -0.12741 -0.21541 8.815 4.486 -9.837
C -5.28346 0.88786 0.48647 2.177 9.349 10.123
H -5.17707 0.82726 1.80372 -0.638 -1.112 -2.949
H -6.26089 1.25639 0.41338 -1.321 0.341 -0.647
H -4.55016 1.89915 0.69703 -1.818 -2.242 -1.728
C -5.73342 -1.04899 -0.39006 13.906 -14.000 -1.225
H -6.53440 -0.80832 -0.50630 -16.355 4.830 -3.233
H -5.22362 -1.94195 -1.14802 -2.148 2.398 1.408
H -5.67145 -1.59888 0.46603 -0.691 -2.188 3.024
H -4.59330 0.29963 -1.37952 -1.234 -0.022 2.134
H -3.47301 -0.93580 0.89228 1.905 -0.124 -0.496
H 0.09919 3.07986 -0.64841 -0.010 -2.193 -0.014
H 3.25737 2.84092 0.54040 3.619 -3.106 8.495
H 2.25539 3.78164 -0.10104 -4.959 7.956 1.139
H 3.81001 3.22322 -0.90348 -2.313 0.411 0.583
```
Forces are in eV/Å.

- Relative energy (zero: lowest compared OMol25 entry of this formula, charge and spin): 21.525 eV
- Gap between HOMO and LUMO: 8.78 eV
- LUMO energy: 0.43 eV
- Calculated total energy: -43088.0909 eV